[1]
Density functional theory data (ωB97M-V/def2-TZVPD) for a 7-piece molecular cluster, C21H53BN6O6Si overall.

Bonds (Å) are listed after each position.
Element x y z (Å)
1 Si -4.0315 -3.3183 0.4934  C26 1.877, C29 1.878, C30 1.880, B35 2.031
2 O 0.7239 7.2356 0.6293  C22 1.220
3 O 3.9438 -3.8313 3.3378  C14 1.219
4 O -1.9636 3.2016 -0.1039  C31 1.222
5 O 1.5397 -4.5126 -4.1653  C19 1.227
6 O 1.9909 -2.0530 -1.5667  C17 1.226
7 O -4.1336 -0.6731 -3.4346  C34 1.223
8 N 0.8871 -2.5221 -4.9579  C19 1.350, C27 1.444, H36 1.009
9 N -2.0502 3.1110 2.1316  C31 1.361, C32 1.444, H68 1.009
10 N 6.0429 -3.5626 4.0853  C14 1.360, C16 1.444, H59 1.009
11 N 2.7073 7.8224 1.4998  C22 1.360, C33 1.444, H46 1.009
12 N -2.8063 1.1174 -3.7242  C24 1.448, C34 1.359, H39 1.008
13 N 2.2323 -4.2755 -1.3686  C15 1.442, C17 1.353, H83 1.015
14 C 4.8657 -3.0794 3.6052  O3 1.219, N10 1.360, C21 1.513
15 C 2.3594 -5.5294 -0.6684  N13 1.442, H62 1.093, H64 1.092, H88 1.087
16 C 7.2302 -2.8249 4.4471  N10 1.444, H70 1.092, H72 1.092, H82 1.086
17 C 2.0734 -3.0391 -0.8434  O6 1.226, N13 1.353, C25 1.511
18 C -3.4950 0.5068 -1.4518  C34 1.512, H38 1.086, H49 1.090, H73 1.090
19 C 0.6281 -3.7732 -4.5214  O5 1.227, N8 1.350, C20 1.510
20 C -0.8143 -4.2152 -4.4462  C19 1.510, H52 1.086, H71 1.091, H87 1.091
21 C 4.7459 -1.5833 3.4118  C14 1.513, H43 1.091, H47 1.091, H57 1.086
22 C 1.4701 8.1182 1.0194  O2 1.220, N11 1.360, C28 1.513
23 C -1.7774 5.2956 1.0409  C31 1.508, H56 1.090, H77 1.091, H84 1.085
24 C -2.0288 2.2620 -3.2993  N12 1.448, H65 1.092, H79 1.085, H80 1.092
25 C 1.9638 -2.9216 0.6593  C17 1.511, H45 1.090, H75 1.087, H76 1.092
26 C -2.4222 -2.7108 -0.2575  Si1 1.877, H53 1.096, H60 1.093, H78 1.094
27 C -0.0591 -1.5059 -5.3541  N8 1.444, H40 1.091, H66 1.087, H86 1.092
28 C 1.0599 9.5739 0.9827  C22 1.513, H41 1.091, H69 1.086, H85 1.091
29 C -5.5024 -2.7623 -0.5335  Si1 1.878, H44 1.096, H55 1.094, H67 1.094
30 C -4.0371 -5.1949 0.6002  Si1 1.880, H42 1.094, H48 1.094, H51 1.095
31 C -1.9365 3.7980 0.9625  O4 1.222, N9 1.361, C23 1.508
32 C -2.0351 3.6350 3.4771  N9 1.444, H37 1.086, H58 1.092, H63 1.092
33 C 3.7151 8.7316 1.9940  N11 1.444, H50 1.086, H54 1.091, H74 1.092
34 C -3.5154 0.2604 -2.9439  O7 1.223, N12 1.359, C18 1.512
35 B -4.2489 -2.5679 2.3677  Si1 2.031, H61 1.197, H81 1.195
36 H 1.8643 -2.2745 -4.9187  N8 1.009
37 H -1.9175 4.7145 3.4447  C32 1.086
38 H -4.1192 -0.2560 -0.9967  C18 1.086
39 H -2.8627 0.9073 -4.7088  N12 1.008
40 H -0.0101 -0.6399 -4.6916  C27 1.091
41 H 1.7326 10.1622 0.3573  C28 1.091
42 H -3.1966 -5.5804 1.1843  C30 1.094
43 H 4.8834 -1.0471 4.3518  C21 1.091
44 H -6.3767 -3.3619 -0.2572  C29 1.096
45 H 2.8520 -3.2822 1.1790  C25 1.090
46 H 2.9214 6.8369 1.4829  N11 1.009
47 H 5.4884 -1.2115 2.7045  C21 1.091
48 H -4.9647 -5.5505 1.0591  C30 1.094
49 H -3.8612 1.5005 -1.1941  C18 1.090
50 H 3.3445 9.7515 1.9430  C33 1.086
51 H -3.9722 -5.6234 -0.4051  C30 1.095
52 H -0.8230 -5.2328 -4.0673  C20 1.086
53 H -1.5916 -3.3498 0.0633  C26 1.096
54 H 4.6294 8.6810 1.4000  C33 1.091
55 H -5.7671 -1.7168 -0.3528  C29 1.094
56 H -0.8812 5.5805 1.5911  C23 1.090
57 H 3.7509 -1.3861 3.0243  C21 1.086
58 H -2.9646 3.4162 4.0065  C32 1.092
59 H 6.0549 -4.5661 4.1865  N10 1.009
60 H -2.2002 -1.7050 0.1083  C26 1.093
61 H -3.3246 -2.1744 3.0179  B35 1.197
62 H 1.5380 -6.2080 -0.9101  C15 1.093
63 H -1.2065 3.2274 4.0596  C32 1.092
64 H 3.2945 -6.0344 -0.9200  C15 1.092
65 H -0.9817 2.1633 -3.5921  C24 1.092
66 H -1.0687 -1.9042 -5.3018  C27 1.087
67 H -5.3343 -2.8612 -1.6101  C29 1.094
68 H -2.1471 2.1146 2.0090  N9 1.009
69 H 0.0560 9.6162 0.5716  C28 1.086
70 H 8.0902 -3.1237 3.8448  C16 1.092
71 H -1.3856 -3.5736 -3.7736  C20 1.091
72 H 7.4852 -2.9611 5.4998  C16 1.092
73 H -2.4790 0.4387 -1.0620  C18 1.090
74 H 3.9703 8.5233 3.0346  C33 1.092
75 H 1.8071 -1.8723 0.8955  C25 1.087
76 H 1.1183 -3.5016 1.0338  C25 1.092
77 H -2.6408 5.7492 1.5309  C23 1.091
78 H -2.4330 -2.6786 -1.3505  C26 1.094
79 H -2.0636 2.3562 -2.2191  C24 1.085
80 H -2.4195 3.1882 -3.7257  C24 1.092
81 H -5.3188 -2.4802 2.8936  B35 1.195
82 H 7.0655 -1.7637 4.2821  C16 1.086
83 H 2.2019 -4.2867 -2.3832  N13 1.015
84 H -1.6841 5.6808 0.0310  C23 1.085
85 H 1.0637 10.0160 1.9799  C28 1.091
86 H 0.1166 -1.1715 -6.3782  C27 1.092
87 H -1.2970 -4.1872 -5.4239  C20 1.091
88 H 2.3559 -5.3640 0.4061  C15 1.087

Its LUMO energy is 0.00 eV. Its SMILES is B[Si](C)(C)C.CNC(C)=O.CNC(C)=O.CNC(C)=O.CNC(C)=O.CNC(C)=O.CNC(C)=O.



[2]
Density functional theory data (ωB97M-V/def2-TZVPD) for a 4-piece molecular cluster, C21H53Cl2N4 overall.

Bonds (Å) are listed after each position.
Element x y z (Å)
1 Cl 1.5550 6.5923 -0.8001  C17 1.755
2 Cl -0.2200 8.2866 1.2634  C24 1.774
3 N -4.2476 -1.2640 1.5720  C11 1.455, C16 1.456, C18 1.451
4 N 0.7323 -3.8346 -4.0837  C9 1.456, C13 1.452, C15 1.456
5 N 2.2875 0.8882 1.1552  C19 1.438, C20 1.462, C27 1.460
6 N 2.6691 5.4584 1.2844  C17 1.519, H40 1.022, H50 1.029, H77 1.023
7 C -3.5191 0.0369 3.6503  C11 1.533, H63 1.092, H75 1.092, H80 1.088
8 C 0.1103 -2.4394 -2.1421  C13 1.520, H28 1.092, H69 1.092, H70 1.091
9 C 2.1199 -3.3943 -4.0706  N4 1.456, C10 1.533, H42 1.092, H47 1.094
10 C 3.0813 -4.0936 -3.1020  C9 1.533, H53 1.088, H68 1.092, H79 1.092
11 C -3.3851 -1.1908 2.7414  N3 1.455, C7 1.533, H36 1.093, H46 1.092
12 C 1.0378 7.0279 3.2809  C24 1.523, H35 1.095, H64 1.090, H66 1.088
13 C 0.0507 -3.8070 -2.8023  N4 1.452, C8 1.520, H34 1.093, H41 1.102
14 C 0.8397 -1.0799 1.5927  C27 1.519, H48 1.091, H58 1.090, H60 1.090
15 C 0.4458 -5.0242 -4.8723  N4 1.456, C21 1.531, H39 1.094, H56 1.093
16 C -5.6010 -1.7473 1.8036  N3 1.456, C25 1.531, H76 1.094, H78 1.093
17 C 1.9195 6.7262 0.9110  Cl1 1.755, N6 1.519, C24 1.528, H73 1.090
18 C -4.1771 -0.1359 0.6618  N3 1.451, C22 1.520, H31 1.093, H57 1.102
19 C 2.3371 2.2850 0.8157  N5 1.438, C23 1.540, H44 1.105, H51 1.101
20 C 3.4328 0.0833 0.7347  N5 1.462, C26 1.530, H43 1.090, H52 1.093
21 C 0.9216 -6.3746 -4.3290  C15 1.531, H38 1.089, H62 1.091, H72 1.091
22 C -2.7617 0.1316 0.1759  C18 1.520, H37 1.092, H54 1.091, H74 1.092
23 C 2.1051 2.7127 -0.6455  C19 1.540, H32 1.096, H45 1.088, H55 1.089
24 C 0.6903 6.8649 1.8073  Cl2 1.774, C12 1.523, C17 1.528, H67 1.094
25 C -6.5803 -0.8147 2.5220  C16 1.531, H29 1.091, H30 1.089, H71 1.091
26 C 3.4799 -0.3404 -0.7343  C20 1.530, H33 1.091, H61 1.090, H65 1.090
27 C 0.9746 0.2865 0.9437  N5 1.460, C14 1.519, H49 1.101, H59 1.095
28 H -0.5019 -2.4319 -1.2382  C8 1.092
29 H -6.5833 0.1832 2.0803  C25 1.091
30 H -6.3510 -0.7157 3.5824  C25 1.089
31 H -4.8093 -0.3841 -0.1949  C18 1.093
32 H 1.9436 3.7961 -0.6790  C23 1.096
33 H 4.1936 -1.1549 -0.8646  C26 1.091
34 H -0.9928 -4.0714 -2.9929  C13 1.093
35 H 1.6831 6.2329 3.6690  C12 1.095
36 H -2.3477 -1.2523 2.4012  C11 1.093
37 H -2.3241 -0.7760 -0.2444  C22 1.092
38 H 2.0022 -6.4901 -4.4042  C21 1.089
39 H -0.6394 -5.0623 -5.0031  C15 1.094
40 H 2.8223 5.3947 2.2931  N6 1.022
41 H 0.4297 -4.5581 -2.0906  C13 1.102
42 H 2.4911 -3.4927 -5.0932  C9 1.092
43 H 3.4470 -0.8089 1.3608  C20 1.090
44 H 1.5698 2.7763 1.4410  C19 1.105
45 H 2.9538 2.4807 -1.2848  C23 1.088
46 H -3.5618 -2.0992 3.3217  C11 1.092
47 H 2.1323 -2.3230 -3.8506  C9 1.094
48 H 1.1084 -1.0339 2.6487  C14 1.091
49 H 0.7040 0.2045 -0.1199  C27 1.101
50 H 2.1549 4.6216 0.9777  N6 1.029
51 H 3.3177 2.6581 1.1487  C19 1.101
52 H 4.3353 0.6435 0.9943  C20 1.093
53 H 3.3492 -5.0964 -3.4293  C10 1.088
54 H -2.7666 0.9028 -0.5961  C22 1.091
55 H 1.2139 2.2492 -1.0660  C23 1.089
56 H 0.8707 -4.8652 -5.8666  C15 1.093
57 H -4.5901 0.7943 1.0851  C18 1.102
58 H 1.4683 -1.8281 1.1088  C14 1.090
59 H 0.2432 0.9663 1.3932  C27 1.095
60 H -0.1920 -1.4223 1.5085  C14 1.090
61 H 2.5091 -0.7054 -1.0702  C26 1.090
62 H 0.6376 -6.5109 -3.2844  C21 1.091
63 H -2.6652 0.0887 4.3290  C7 1.092
64 H 1.5232 7.9864 3.4652  C12 1.090
65 H 3.7823 0.4667 -1.4012  C26 1.090
66 H 0.1230 6.9942 3.8693  C12 1.088
67 H 0.0410 5.9997 1.6472  C24 1.094
68 H 4.0035 -3.5152 -3.0155  C10 1.092
69 H -0.2587 -1.6678 -2.8203  C8 1.092
70 H 1.1303 -2.1830 -1.8518  C8 1.091
71 H -7.5930 -1.2124 2.4401  C25 1.091
72 H 0.4634 -7.1826 -4.9014  C21 1.091
73 H 2.6186 7.5490 1.0571  C17 1.090
74 H -2.1166 0.4780 0.9862  C22 1.092
75 H -3.5364 0.9611 3.0685  C7 1.092
76 H -6.0164 -2.0042 0.8250  C16 1.094
77 H 3.5765 5.4295 0.8137  N6 1.023
78 H -5.5209 -2.6847 2.3596  C16 1.093
79 H 2.6492 -4.1759 -2.1025  C10 1.092
80 H -4.4230 0.0115 4.2560  C7 1.088

Its LUMO energy is -3.39 eV. The charge is +1.



So what do the calculations give for HOMO? Going down the list: -8.59; -9.51 eV.